Below is 3 unconnected molecules or ions with the total composition C30H24N6O5S2 at a distorted geometry, with properties calculated with ωB97M-V/def2-TZVPD.

ORCA input file:
```
! RIJCOSX wB97M-V def2-TZVPD def2/J DEFGRID3
* xyz 0 1
H -3.17964 2.66648 -6.14697
C 1.21492 5.75686 -4.77919
H -0.83709 -7.10841 1.21429
H 3.27388 -1.37148 0.15052
H 0.91170 -2.05632 4.54974
H 2.25998 3.38837 -0.41649
C -0.60318 -0.68382 5.21304
H -2.03975 -0.96183 -1.67341
C -0.33168 -5.21669 2.08753
N -0.12358 0.40117 -2.93524
N -4.71071 -0.95348 -1.85965
O -1.39398 -2.36893 3.85149
H 2.70078 -0.92490 5.80788
H 4.63258 -0.50522 -0.78281
O -5.38800 0.15678 0.13680
C -0.09428 -6.32454 1.28426
C -5.05791 -0.38324 -0.83510
S 2.22583 6.83183 -5.29063
C 0.68470 -1.18446 5.14402
H -4.72304 1.87361 -5.98145
C -0.91196 0.43790 5.96125
C 1.78496 -4.32768 1.44727
C 1.68934 -0.54550 5.85199
H 1.07188 -0.11408 -0.91201
H -4.36060 3.32250 -4.99330
C -4.29382 0.68421 -3.62386
H 1.20632 6.25682 -1.96669
O 2.53463 -2.30624 2.25910
H -1.25440 -5.13219 2.64491
H 0.31245 0.00062 -3.76334
C 0.61483 -4.20938 2.17271
N 0.34495 5.05861 -4.28753
O 3.78484 -3.34874 0.85329
C -2.42047 -0.28097 -2.42413
C 1.20504 1.92546 -1.53872
H 2.37743 5.56754 -1.01472
C -3.77682 -0.16070 -2.65535
H -0.12696 1.94275 7.26289
H 2.96537 -5.50011 0.08907
H 0.42936 -3.34681 2.79224
C 0.09864 1.06797 6.66868
C 0.43712 1.70134 -2.68113
C 1.09202 -6.42973 0.56738
C 3.65913 -0.46766 -0.30130
H 3.53486 1.62079 -0.15350
C -3.95194 2.41066 -5.42591
C 1.44004 4.26040 -2.19732
O -2.79261 -0.88602 4.53302
C 2.04273 -5.42515 0.64525
C 0.18394 2.75246 -3.55862
H 1.27478 -7.29446 -0.05558
S -0.83850 2.37134 -4.96395
C 1.49743 0.81620 -0.55227
C 1.39657 0.57604 6.61637
C -1.53227 0.49156 -3.15425
C 2.98673 0.69377 -0.30650
N -1.68056 -1.36418 4.47672
N 2.77766 -3.24732 1.52719
H -5.36109 0.74243 -3.78775
C 1.68667 3.21266 -1.31970
H 0.95358 1.06835 0.37189
N 1.93428 5.55558 -1.92186
C -3.41406 1.47147 -4.36623
H 2.18269 1.06872 7.17342
H -1.92259 0.81655 5.99712
C -2.05107 1.37406 -4.10741
C 0.68035 4.03120 -3.34263
*
```

- Structure (SMILES): C=CCc1cc(N)c(N=C=S)c2c1Nc1cc(N=C=O)cc(C)c1S2.O=[N+]([O-])c1ccccc1.O=[N+]([O-])c1ccccc1
- Frontier orbital gap: 0.280 Eh
- E_LUMO: -0.614 eV
- Calculated total energy: -72341.0931 eV
- Relative energy (zero: lowest compared OMol25 entry of this formula, charge and spin): 0.0 kJ/mol

---

Below is 3 unconnected molecules or ions with the total composition C38H35NO11S2 at a distorted geometry, with properties calculated with ωB97M-V/def2-TZVPD.

ORCA input file:
```
! RIJCOSX wB97M-V def2-TZVPD def2/J DEFGRID3
* xyz 0 1
C 8.86926 -0.87659 -1.16998
C -6.90982 3.35955 3.38125
H 1.69560 1.84173 -2.19668
C -6.70861 -1.00964 6.11906
C -5.84103 2.63454 2.85641
C -5.36981 4.44703 1.31823
S 4.24214 0.55555 -4.70823
C -7.70873 2.81177 4.49527
H -8.85871 1.57935 6.60815
C -7.73127 -0.25304 6.69065
C 6.58355 -3.37113 2.46740
H 3.20766 -3.38910 2.00041
H 1.14971 2.06775 -5.38413
C -6.45152 5.16302 1.83022
C -7.34680 1.49694 5.06109
C 6.47945 -1.22685 -1.26295
H 5.50581 -5.04136 5.23572
C -8.05568 0.99653 6.15998
O 3.01782 -0.62936 -4.79458
H 0.30900 0.67583 -0.95509
H -2.76105 0.75153 -3.96397
H 1.82317 -0.82532 -1.96550
C 5.28646 -2.43395 0.55728
H -0.80243 -1.57166 -7.08426
C -6.30812 0.75117 4.50510
S 1.04912 -1.12120 -3.10112
O 3.15921 1.90070 -4.69915
H -6.69302 6.14534 1.43005
O 8.91417 -3.09255 2.38439
H -6.46185 -1.98748 6.52683
H -1.54507 -1.62111 -1.29317
C 1.23580 2.28174 -3.18392
H -0.52903 -2.18399 -5.29357
H 1.66209 3.39191 -3.28661
C -7.22208 4.62241 2.86067
C -0.52913 -1.22354 -5.97689
C 6.63857 -4.06510 3.68343
C 4.17342 -3.57743 2.46672
C -0.63022 2.62820 -1.66258
C -1.68861 -0.15286 -5.51544
H 0.24414 3.17993 -1.10813
H 9.88517 -1.71836 0.53146
C 7.75777 -2.11429 0.59025
C 6.53310 -1.92273 -0.04821
O 5.07686 0.53448 -3.39503
O -8.65673 3.44237 4.94896
H 7.59641 -4.25962 4.16310
C -5.52111 1.29054 3.37738
O 4.21070 -2.26918 -0.00470
C 5.46140 -4.50625 4.28963
C 5.35394 -3.13838 1.85316
H -1.39014 0.49900 -1.94705
H -0.92962 -1.94672 0.48781
C 1.72786 1.48312 -4.53093
O -0.25167 2.45800 -3.10463
H -5.19512 -1.10426 4.59056
H -8.27841 -0.63666 7.54894
O -1.92400 0.89039 -6.32534
C 0.96088 -0.51191 -6.07932
C -5.99575 -0.51044 5.02805
H -3.44786 0.15389 -0.16968
C -2.40210 -0.10907 0.34102
H -8.06206 5.18931 3.25871
C 8.92730 -1.58480 0.03142
O -4.61085 0.63456 2.88611
H 7.60382 -0.16216 -2.76209
O 5.10847 0.40302 -6.01100
H 9.77798 -0.45981 -1.59859
H -3.42183 -0.68430 -4.49628
N -2.50422 -0.24767 -4.22067
H -4.76331 4.87247 0.52159
H 1.70711 -1.27771 -6.60324
H 5.52880 -1.08514 -1.77406
H -4.22146 2.62825 1.41835
C 7.83132 -2.87732 1.85212
C -5.06577 3.18204 1.82585
C 7.64779 -0.70617 -1.82111
H -2.76183 -2.33342 -0.04244
H -2.65421 -0.21370 1.50278
H 3.31112 -4.59169 4.16314
O -1.43663 0.99511 0.23098
C -0.80916 1.06480 -1.09732
H 0.86728 0.41164 -6.80325
C -1.84540 -1.57424 -0.13857
C 1.62082 -0.15086 -4.60988
C 4.22937 -4.25626 3.68589
H -1.66961 3.19087 -1.57626
*
```

- Structure (SMILES): CCOCCOC[C@H]1OS(=O)(=O)O[C@]1(S)CCC(N)=O.O=C1c2ccccc2C(=O)c2ccccc21.O=C1c2ccccc2C(=O)c2ccccc21
- Frontier orbital gap: 0.304 Eh
- E_LUMO: -1.171 eV
- Calculated total energy: -85649.0797 eV

---

Below is a molecular structure, C35H52N6O3SbSi3Ti, with properties calculated with ωB97M-V/def2-TZVPD.

ORCA input file:
```
! RIJCOSX wB97M-V def2-TZVPD def2/J DEFGRID3
* xyz 3 1
Ti -0.66943 0.26113 -0.73195
O -0.18891 0.16567 -2.61085
H -2.14583 -3.88674 0.82646
H 0.49607 -4.14388 3.39064
C -0.05980 -0.69445 -3.55148
H 1.30210 -3.36865 4.74231
H -0.82466 5.50206 -0.68603
C 4.40335 0.31040 -0.20083
C 1.23150 5.19758 1.20877
N 0.49735 4.22839 0.43276
Sb 0.09153 -2.89583 -0.17903
H 2.74114 -3.31289 -1.99747
N 1.64675 -0.08629 -0.48910
C -3.56295 0.55709 0.27635
H -3.08429 2.31360 3.60583
C -0.49049 4.49813 -0.48931
C 1.94679 -5.28681 0.53796
H -0.80748 -4.87370 1.41979
C 3.57575 -3.53128 -1.32390
H 4.11524 1.94289 -1.59986
C 2.38281 -0.97320 0.24141
C -3.60167 -0.10143 -1.04031
C -3.25961 1.80965 2.66560
C 2.45983 7.23805 1.31381
C -4.51097 1.35234 2.31788
H 2.24448 -4.26265 3.57011
H 2.87708 8.11509 0.83916
H -4.08360 -3.17852 -2.10990
N -0.45877 -0.49947 -4.76563
C -4.28349 -2.38109 -2.82875
H -1.61682 3.10043 -1.75369
H -7.15697 -2.05873 -1.47210
H 2.25602 5.77220 4.36928
H 4.82606 -5.00361 1.45992
H 5.33332 -3.33533 1.29959
H 3.00214 -1.05543 4.56782
N -0.12489 2.30129 -0.40260
C 0.24439 -0.77231 3.11920
H -6.16232 -1.99638 -0.02953
H 1.43341 2.42852 1.07326
C -1.14295 -3.85243 1.25210
C 3.17056 -1.14964 3.49117
C -4.66416 0.70627 1.08995
H -1.15806 -3.30423 2.18912
C 1.39019 -3.59228 3.67575
H 0.43582 0.16871 2.59129
H 5.46506 0.46210 -0.05633
C -0.87000 3.30261 -1.00354
H 4.09494 -1.71250 3.36571
H -5.62537 0.32464 0.77909
H 3.33128 -0.14212 3.10289
H -6.06397 1.26302 -2.72491
O -2.50332 -0.10845 -1.64905
H -1.34548 1.35380 -4.33834
H 2.60525 -6.13176 0.31536
H 1.52073 -5.46684 1.52476
H -1.15852 -1.83143 -6.22312
Si 1.65170 -1.97534 2.78021
O -0.78631 -1.06447 0.28436
H 4.27860 -3.82333 2.63093
C -6.49012 -1.41377 -0.89213
H 0.43805 -1.64149 -3.34188
H 0.32821 -2.34882 -5.39057
H -0.74606 -1.12405 2.83387
C -1.13731 0.72511 -5.19624
H -6.24418 0.03397 -3.96951
C 3.66344 1.13583 -1.04130
H 0.95299 4.12728 3.05577
C -0.20689 -1.50169 -5.81110
H -7.09596 -0.57371 -0.55034
C 1.39580 4.98616 2.56747
C 3.38981 7.99396 3.45139
H -5.35605 1.48845 2.97907
H -4.68661 0.82469 -3.74726
H 0.23594 -0.55043 4.18930
H -2.06283 0.44867 -5.69831
C 2.32036 0.89856 -1.14267
C 1.75287 6.30993 0.56864
H 4.02959 -4.46231 -1.67095
C 4.48841 -3.96962 1.57246
H -0.49798 1.25471 -5.90122
C 1.84004 -2.23281 0.87332
H 4.31879 -2.74268 -1.44641
Si 3.01853 -3.73768 0.45065
H -1.20554 1.97587 2.04093
H 1.72515 1.53349 -1.78127
C 2.64531 7.03496 2.67968
C -5.55739 0.43216 -3.21883
C 0.68750 2.90595 0.45832
N -2.33631 1.01853 0.61374
C 3.75644 -0.73300 0.41466
C -2.19467 1.62154 1.78143
H 4.31778 -1.41178 1.03836
H 0.39131 -1.04898 -6.59937
N 3.98660 8.75848 4.06459
H 1.62445 6.44857 -0.49683
Si -5.10490 -0.91951 -2.02254
H -4.94217 -2.79641 -3.59454
H -3.34477 -2.10377 -3.31060
C 2.11524 5.91001 3.30643
H 1.14701 -5.37653 -0.20912
*
```

- Frontier orbital gap: 0.242 Eh
- E_LUMO: -9.251 eV
- Calculated total energy: -105491.1500 eV
- Relative energy (zero: lowest compared OMol25 entry of this formula, charge and spin): 0.0 kJ/mol